[1]
Computed, not measured: a structure of composition C26H35O2Zr, with ωB97M-V with the def2-TZVPD basis set.

The geometry in XYZ format:
```
64
Properties=species:S:1:pos:R:3:forces:R:3
O 0.08552 -0.31238 -4.38025 -0.1 0.8 -1.3
C 0.01639 0.97268 -5.09304 0.0 0.5 0.2
C -0.09702 0.35243 -6.47120 0.0 -0.5 0.5
H 0.91975 1.57945 -4.96148 -0.2 -0.1 0.2
H -0.87173 1.54327 -4.80751 0.2 0.0 0.2
C 0.00266 -0.97681 -5.68248 -0.1 -0.5 -1.2
H 0.74812 0.53874 -7.13578 -0.3 0.0 0.0
H -1.06411 0.50585 -6.95405 0.3 0.0 -0.1
C 1.27592 -1.73248 -5.99039 0.0 -0.2 0.1
H 2.14898 -1.08862 -5.83263 -0.1 -0.2 0.0
H 1.26916 -2.07537 -7.03557 0.0 0.1 0.3
H 1.34520 -2.60632 -5.33454 0.2 0.1 -0.1
C -1.23205 -1.84818 -5.82496 0.0 -0.2 0.2
H -2.15306 -1.31191 -5.56577 0.2 0.0 0.0
H -1.13814 -2.72900 -5.18172 -0.1 0.0 -0.1
H -1.32571 -2.19031 -6.86568 0.1 0.1 0.3
Zr -0.23335 -0.42557 1.64596 -0.4 1.5 0.2
C -2.13356 -1.05452 3.05910 -1.0 0.5 -0.3
C -2.11723 0.35883 3.19804 -0.3 -0.2 -0.5
C -2.39385 0.94035 1.92276 -0.1 -0.8 -0.3
H -2.02542 0.89883 4.14245 0.3 -0.3 -0.5
C -2.60476 -0.12918 0.98448 -0.6 0.3 1.2
C -2.44461 -1.36572 1.68376 -0.5 0.5 0.3
H -2.66406 -2.35143 1.27047 0.3 0.4 0.2
H -2.07272 -1.75366 3.89455 0.1 0.3 -0.5
H -2.49159 2.00920 1.71161 0.1 -0.5 0.1
H -3.01740 -0.01699 -0.01371 0.4 -0.1 0.2
C 0.77706 -1.82700 3.34389 0.5 -0.8 -0.6
C -0.01507 -2.70192 2.53290 1.0 -0.4 -0.2
C 0.50862 -2.69365 1.19937 0.6 0.0 0.9
H -0.81877 -3.34747 2.89574 0.2 0.5 -0.3
C 1.67516 -1.84941 1.19937 0.1 -0.5 0.9
C 1.85157 -1.35100 2.53033 0.0 -0.6 -0.4
H 2.70191 -0.78479 2.89199 -0.4 0.1 -0.2
H 0.64226 -1.62541 4.40838 0.0 0.0 -0.4
H 0.16002 -3.30863 0.37043 0.0 0.3 0.2
H 2.36487 -1.69887 0.37215 -0.3 0.1 0.2
O 0.24719 0.34045 -0.43069 -0.7 0.3 -0.3
C -0.47785 -0.36794 -1.53860 0.3 0.3 0.3
C -1.36435 0.71497 -2.12101 -0.1 0.2 0.6
H -1.02156 -1.23946 -1.14407 0.2 0.3 0.2
H 0.30213 -0.70036 -2.22206 -0.3 0.0 -0.1
C -0.42054 1.92650 -2.10465 0.3 -0.4 -0.5
H -2.19935 0.92455 -1.43468 0.2 -0.1 -0.3
H -1.77407 0.44009 -3.08884 0.2 0.1 0.0
C 0.26433 1.81185 -0.76048 -0.5 -0.5 0.6
H -0.93736 2.88044 -2.24819 0.2 -0.2 0.1
H 0.32305 1.79417 -2.89263 -0.1 0.2 0.1
H -0.34375 2.31450 0.00348 0.3 -0.1 0.0
H 1.30685 2.13685 -0.70303 -0.3 -0.1 -0.1
C 0.69885 1.47558 2.61854 -0.1 -0.1 -0.3
C 1.15432 1.55570 4.03411 0.5 0.3 0.4
C 2.49645 1.26389 4.36847 -0.6 -0.1 0.1
C 2.90150 1.19902 5.69960 -0.1 0.1 0.1
C 1.99994 1.48604 6.73118 -0.1 -0.1 -0.4
C 0.69460 1.87179 6.40762 0.3 0.0 -0.1
C 0.28497 1.94014 5.07679 0.4 -0.4 -0.2
H -0.01012 2.28961 2.39729 0.2 -0.2 0.0
H 1.55939 1.58990 1.93435 -0.1 0.0 0.1
H 3.21523 1.06789 3.56673 -0.2 0.1 0.3
H 3.92766 0.91394 5.93158 -0.2 0.2 0.0
H 2.32094 1.42307 7.76916 -0.1 0.0 -0.2
H -0.00872 2.11860 7.19899 0.1 0.0 -0.1
H -0.71867 2.28518 4.82409 0.3 -0.1 0.2
```
Positions in Å, forces in eV/Å.

For the highest occupied orbital energy, the calculation gives -10.4653 eV. Its total charge is +1. As for the HOMO-LUMO gap: 7.33 eV.

[2]
Computed, not measured: a structure of composition C9H9N4O, with ωB97M-V with the def2-TZVPD basis set.

The geometry in XYZ format:
```
23
Properties=species:S:1:pos:R:3:forces:R:3
C -0.53819 -1.76709 0.01477 -3.5 -0.1 1.8
C -0.03539 2.65905 0.15166 2.2 1.7 -1.0
C -1.40679 -0.73696 0.36482 1.9 -1.2 -1.9
C -0.51824 0.44999 0.33010 -3.1 0.9 -0.1
C 0.79124 0.01670 0.17328 5.3 0.5 -0.6
C 2.05619 1.60801 -0.02618 -0.4 -4.2 0.0
C 3.37610 1.35196 -0.16295 -2.1 -2.4 0.9
C -3.78374 -0.28627 -0.00437 1.7 -1.7 2.0
C 1.83661 -2.25894 -0.04729 2.5 -1.0 1.1
N 1.27866 2.62584 -0.02383 -2.6 1.1 0.6
N -0.97717 1.65293 0.24744 1.1 0.3 0.6
N -2.73549 -0.84592 0.50006 -1.3 0.5 -0.4
N 0.78370 -1.28861 -0.03642 -0.2 1.8 0.1
O -3.80982 0.60774 -0.97926 -0.7 1.4 0.1
H -0.89936 -2.81558 0.15129 1.2 0.8 -0.7
H -0.32557 3.71502 0.18589 -0.8 -0.7 0.0
H 4.01084 2.07971 -0.62639 0.6 0.2 0.2
H 3.61955 0.28938 0.19526 0.3 2.0 -1.0
H -4.62822 -0.77930 0.49841 -0.7 1.1 -0.8
H 2.85438 -1.95371 -0.47956 -1.7 0.2 0.7
H 1.52266 -3.12166 -0.64653 -0.1 0.2 0.4
H 1.99469 -2.55884 1.06505 -0.1 0.2 -2.0
H -4.46665 1.35654 -0.84523 0.8 -1.6 -0.2
```
Positions in Å, forces in eV/Å.

For the highest occupied orbital energy (alpha / beta), the calculation gives -12.2670 / -12.2671 eV. Its total charge is +1. As for the HOMO-LUMO gap (alpha / beta): 5.82 / 5.82 eV.

[3]
Computed, not measured: a structure of composition C10H9ClINOTi, with ωB97M-V with the def2-TZVPD basis set.

The geometry in XYZ format:
```
24
Properties=species:S:1:pos:R:3:forces:R:3
Ti -0.30242 -0.70201 0.97295 1.5 -1.7 -0.5
C 1.17368 -0.98301 -1.50261 0.9 2.3 -2.8
H 0.19526 -0.54302 -1.41059 -1.0 -0.3 -0.4
H 1.79650 -0.03735 -1.50373 -0.1 -1.3 0.1
H 1.34981 -1.51790 -2.50058 -0.6 0.8 1.6
H 1.39356 -1.61235 -0.71212 0.7 -1.4 1.7
H 0.23834 -2.07499 1.85758 0.5 -0.6 0.6
Cl -4.99324 3.51177 2.52018 -0.9 0.8 0.5
C -4.12746 2.32109 1.68548 0.9 -0.2 -0.5
C -4.77091 1.31043 1.01032 0.0 0.8 0.3
C -4.07452 0.28980 0.38586 0.6 0.2 0.0
I -5.05789 -1.27799 -0.54854 0.0 0.1 0.1
C -2.69045 0.27880 0.48899 -1.2 -1.4 -0.1
O -2.01705 -0.81825 0.20674 -0.5 0.2 -1.1
C -2.02141 1.36378 1.07641 0.1 0.5 0.7
N -0.66301 1.21178 1.21238 1.1 1.6 -0.2
C 0.10150 2.16141 1.79810 -1.1 -0.2 -0.2
C -0.53147 3.22868 2.43450 0.0 0.4 0.1
C -1.91774 3.32665 2.40611 0.6 1.0 0.7
C -2.71121 2.40962 1.71396 -0.2 -1.0 -0.4
H -5.83690 1.31641 1.00615 -0.6 0.0 0.0
H 1.18546 2.04805 1.73638 -0.4 0.0 0.2
H 0.08560 3.96840 2.96267 -0.5 -0.3 -0.3
H -2.40457 4.13230 2.94524 0.1 0.0 -0.1
```
Positions in Å, forces in eV/Å.

For the highest occupied orbital energy (alpha / beta), the calculation gives -6.4062 / -8.0315 eV. As for the spin multiplicity: 3. As for the HOMO-LUMO gap (alpha / beta): 5.63 / 7.32 eV. Its expectation value of S² is 2.0318.

[4]
Computed, not measured: a structure of composition C21H17AsF11N2PdSe, with ωB97M-V with the def2-TZVPD basis set.

The geometry in XYZ format:
```
54
Properties=species:S:1:pos:R:3:forces:R:3
Pd 1.28596 0.16403 -1.24437 0.5 -0.3 0.2
C -0.28178 -2.43095 0.15643 0.1 0.0 0.1
C -1.22639 -1.63293 -0.73319 0.0 0.0 0.1
C -2.10565 -0.66279 0.00851 -0.2 0.0 0.0
C -3.33385 -1.12319 0.46971 0.0 0.0 0.0
C -4.27527 -0.26965 1.01609 -0.1 -0.1 0.0
C -4.02218 1.09004 1.00709 0.1 0.1 0.0
C -2.80882 1.60318 0.55606 -0.1 0.0 0.0
C -2.74368 3.09836 0.29137 0.1 0.0 0.0
C -2.57824 3.40513 -1.19997 0.0 0.0 0.0
C -1.78716 0.69921 0.17322 0.0 0.1 0.0
N -0.50284 1.14606 -0.17009 -0.1 0.0 -0.1
C 0.06418 2.08195 0.52340 0.0 -0.1 -0.1
C 1.29300 2.67304 0.12180 -0.1 -0.1 -0.1
C 1.98392 3.77547 0.63735 0.0 0.2 0.1
C 3.10609 3.94106 -0.17873 -0.1 0.1 0.1
C 3.04696 2.91479 -1.13297 0.0 -0.1 -0.1
N 1.96196 2.16147 -0.96098 0.0 0.1 0.1
H 0.36053 -3.07740 -0.44316 0.0 0.0 0.0
H -0.84443 -3.04715 0.86499 0.0 0.0 0.0
H 0.36144 -1.76597 0.72891 0.1 0.0 0.0
H -1.88208 -2.32727 -1.26171 0.0 0.0 -0.1
H -0.67474 -1.09169 -1.50684 0.0 -0.1 -0.1
H -3.55873 -2.17955 0.36315 0.0 0.0 0.0
H -5.22328 -0.65080 1.37751 0.0 0.0 0.0
H -4.79740 1.78271 1.31821 0.0 0.0 0.0
H -1.95935 3.60321 0.85230 0.0 0.0 0.0
H -3.68870 3.52875 0.63253 0.0 0.0 0.0
H -1.64053 3.00644 -1.58494 0.0 0.0 0.0
H -2.58881 4.48336 -1.37551 0.0 0.0 0.0
H -3.39218 2.95487 -1.77158 0.0 0.0 0.0
H -0.39220 2.43279 1.44932 0.0 0.1 0.0
H 1.69154 4.37353 1.48948 0.0 0.0 0.0
H 3.87473 4.69461 -0.09506 0.0 0.0 0.0
H 3.75893 2.68802 -1.91350 0.0 0.0 0.0
F 1.68650 -3.35103 5.37607 0.0 0.0 0.0
C 2.06596 -2.82889 4.19279 0.1 0.1 -0.2
C 1.73172 -1.52985 3.84612 0.1 -0.1 -0.1
F 1.02068 -0.77183 4.69971 0.0 -0.1 0.0
C 2.13776 -1.01555 2.62501 -0.2 0.3 0.0
F 1.77103 0.25169 2.36418 0.1 -0.2 0.1
C 2.87738 -1.73639 1.68901 0.0 -0.1 0.0
Se 3.46148 -1.01447 0.03675 -0.2 0.0 -0.3
C 3.19857 -3.03759 2.08593 0.0 0.0 0.0
F 3.92081 -3.84038 1.28986 0.0 0.1 0.0
C 2.80885 -3.58162 3.29581 -0.1 0.1 0.1
F 3.15065 -4.84499 3.61768 0.0 0.0 0.0
F 1.55015 -0.97068 -3.94760 -0.1 -0.2 -0.2
As 0.53343 -2.10941 -4.79928 -0.1 0.3 0.2
F 0.00729 -2.75697 -3.25967 0.1 0.0 -0.3
F -0.77495 -0.94469 -4.75724 0.2 -0.2 0.0
F 1.05893 -1.45889 -6.33542 -0.1 -0.1 0.2
F -0.51595 -3.22855 -5.62976 0.1 0.0 0.0
F 1.82876 -3.27264 -4.85480 -0.1 0.1 0.0
```
Positions in Å, forces in eV/Å.

For the highest occupied orbital energy (alpha / beta), the calculation gives -1.9157 / -1.9103 eV. As for the spin multiplicity: 2. Its total charge is -2. As for the HOMO-LUMO gap (alpha / beta): 6.40 / 6.39 eV. Its expectation value of S² is 0.7525.

Calculated energy above the lowest of the compared OMol25 structures with the same formula, charge and spin (kJ/mol), listed in the same order as above: 0.0; 21.9; 0.0; 61.6